Record 1
ORCA calculation (the ωB97M-V functional and the def2-TZVPD basis) on a cluster of 2 separate species, C8H6I3NO in total at a distorted geometry.

Atoms and positions in Å:
C  1.603  0.735  2.520
C  0.883  1.703  1.829
C  1.593  -0.552  2.121
C  0.025  0.049  0.441
C  0.009  1.385  0.772
C  0.882  -0.892  0.966
C  -1.749  -0.321  -2.121
C  -0.362  -0.650  -2.708
N  -1.843  -0.839  -0.828
O  -2.678  0.054  -2.777
I  -1.348  2.770  -0.039
I  0.991  -2.772  -0.023
I  -3.406  -0.654  0.312
H  2.185  1.002  3.295
H  0.954  2.680  2.247
H  2.232  -1.262  2.584
H  -0.317  -0.332  -3.743
H  -0.041  -1.661  -2.803
H  0.387  -0.442  -2.045

Largest force on an atom: 3.35 eV/Å
E_LUMO (alpha / beta): -2.06 / -1.48 eV
Spin multiplicity: 1
E_tot: -36227.702 eV

Record 2
ORCA calculation (the ωB97M-V functional and the def2-TZVPD basis) on an isolated molecule of C8H6N2O at a distorted geometry.

Atoms and positions in Å:
C  -0.063  0.153  -2.557
C  -1.013  1.198  -2.522
C  -1.421  1.684  -1.309
C  -0.099  0.215  -0.126
C  0.410  -0.267  -1.379
C  0.377  -0.263  1.158
C  1.373  -0.668  2.969
C  0.381  -1.589  2.908
H  0.306  -0.498  -3.503
H  -1.321  1.667  -3.598
H  -2.368  2.412  -1.555
H  1.238  -1.176  -1.345
H  2.073  -0.644  3.693
H  0.010  -2.297  3.753
N  -0.969  1.254  -0.182
N  1.395  0.115  1.883
O  -0.310  -1.298  1.711

SMILES string: c1ccc(-c2ncco2)nc1
Largest force on an atom: 5.87 eV/Å
E_LUMO: 0.57 eV
Spin multiplicity: 1
E_tot: -13418.206 eV

One value per record, in order, for relative energy (zero: lowest compared OMol25 entry of this formula, charge and spin): 86.0 71.5 kcal/mol.